[1]
The following is a quantum chemistry calculation of C2H4N2OS3 as an isolated structure at a distorted geometry, from the OMol25 dataset.

Results
- Kohn-Sham gap (hartree) = 0.28393
- total charge = 0
- ΔE to the lowest compared entry with this formula, charge and spin (kJ/mol) = 512.7
- LUMO energy (eV) = -1.04

Positions of all 12 atoms, in Å:
1 C 0.127 -0.606 0.658
2 C -0.823 -0.442 -2.465
3 H 1.448 2.182 2.649
4 H 0.950 -0.639 2.508
5 H -0.867 1.197 0.489
6 H 0.468 0.046 -2.524
7 N 0.577 -0.089 1.836
8 N -0.296 0.367 -0.216
9 O -1.278 -0.217 -1.132
10 S 1.723 1.460 1.352
11 S 0.023 -2.286 0.310
12 S -2.052 -0.972 -3.466

Atom charges from the Löwdin analysis, given in e for atoms 1 to 4: C -0.997; C -0.672; H -0.071; H 0.015

=====

[2]
The following is a quantum chemistry calculation of C15H17NO5 as an isolated structure at a distorted geometry, from the OMol25 dataset.

Results
- Kohn-Sham gap (hartree) = 0.24538
- total charge = 0
- ΔE to the lowest compared entry with this formula, charge and spin (kJ/mol) = 1444.2
- LUMO energy (eV) = -1.16

Positions of all 38 atoms, in Å:
1 C 1.575 1.709 -0.077
2 O 2.097 0.655 -0.643
3 C 3.226 0.248 -0.033
4 C 3.924 -1.011 -0.625
5 N 3.041 -1.906 -0.585
6 C 2.475 -2.650 -1.549
7 O 2.975 -2.636 -2.564
8 C 1.063 -3.349 -1.407
9 H 1.189 -3.996 -0.493
10 H 0.741 -3.925 -2.119
11 O -0.037 -2.588 -1.176
12 C -0.031 -1.875 -0.069
13 O 0.719 -1.890 1.022
14 C -1.140 -0.810 0.096
15 C -1.285 0.046 1.091
16 C -2.198 0.971 1.287
17 C -2.403 2.018 2.377
18 C -3.394 2.854 2.297
19 C -4.420 2.979 1.029
20 C -4.098 2.021 0.096
21 C -3.047 1.188 -0.048
22 O -2.936 0.140 -0.955
23 C -1.842 -0.518 -1.188
24 H -1.071 0.004 -1.732
25 H -2.171 -1.330 -2.000
26 H -4.806 2.222 -0.849
27 H -4.952 3.855 1.135
28 H -3.724 3.459 2.972
29 H -1.752 1.739 3.220
30 H -0.785 -0.237 2.205
31 H 2.376 -2.214 0.271
32 H 4.201 -0.876 -1.803
33 H 4.818 -1.389 -0.096
34 H 4.247 1.111 -0.095
35 H 3.269 0.094 1.073
36 H 2.137 2.445 -0.267
37 H 1.302 1.673 0.737
38 H 0.715 1.772 -0.534

Atom charges from the Löwdin analysis, given in e for atoms 1 to 4: C -0.116; O -0.074; C -0.238; C -0.261

=====

[3]
The following is a quantum chemistry calculation of a 2-piece molecular cluster, C5H10O2 overall, from the OMol25 dataset.

Results
- Kohn-Sham gap (spin up / spin down) (hartree) = 0.28245 / 0.28223
- total charge = 0
- ΔE to the lowest compared entry with this formula, charge and spin (kJ/mol) = 587.5
- LUMO energy (spin up / spin down) (eV) = -0.22 / -0.22

Positions of all 17 atoms, in Å:
1 C -2.368 -1.766 0.487
2 C -1.534 -0.502 0.472
3 O -0.294 -0.767 -0.170
4 C 0.657 0.225 -0.009
5 C 2.858 0.793 -0.670
6 C 0.447 1.539 -0.437
7 O 1.440 2.281 -0.644
8 H -1.896 -2.538 1.101
9 H -3.363 -1.553 0.895
10 H -2.486 -2.156 -0.529
11 H -2.068 0.292 -0.075
12 H -1.356 -0.133 1.494
13 H 1.225 0.159 0.922
14 H 3.474 1.675 -0.538
15 H 3.149 -0.030 -0.025
16 H 2.670 0.513 -1.699
17 H -0.554 1.968 -0.576

Atom charges from the Löwdin analysis, given in e for atoms 1 to 4: C -0.078; C -0.289; O -0.129; C -0.197

=====

[4]
The following is a quantum chemistry calculation of a 17-piece molecular cluster, C58H124N8O20S overall at a distorted geometry, from the OMol25 dataset.

Results
- Kohn-Sham gap (hartree) = 0.33178
- total charge = 0
- LUMO energy (eV) = 0.13

Positions of all 211 atoms, in Å:
1 C -18.346 7.549 -1.257
2 C -19.101 8.558 -0.462
3 O -20.337 8.523 -0.405
4 N -18.374 9.467 0.232
5 C -18.962 10.597 1.020
6 H -19.000 6.722 -1.529
7 H -17.556 7.105 -0.651
8 H -17.923 7.952 -2.177
9 H -17.397 9.224 0.316
10 H -18.224 11.396 0.956
11 H -18.971 10.395 2.091
12 H -19.942 10.877 0.632
13 C -16.143 16.635 -3.154
14 C -15.521 16.688 -1.734
15 O -14.457 17.334 -1.592
16 N -16.281 16.311 -0.707
17 C -15.976 16.535 0.720
18 H -15.489 16.509 -4.017
19 H -16.604 17.618 -3.243
20 H -16.986 15.944 -3.184
21 H -17.110 15.768 -0.904
22 H -16.878 16.927 1.190
23 H -15.236 17.317 0.888
24 H -15.692 15.604 1.209
25 C -19.389 21.083 4.818
26 C -20.018 21.406 3.453
27 O -20.608 22.443 3.231
28 N -19.851 20.441 2.572
29 C -20.360 20.414 1.202
30 H -19.479 20.071 5.211
31 H -19.774 21.743 5.595
32 H -18.328 21.335 4.813
33 H -19.197 19.721 2.842
34 H -19.683 19.816 0.593
35 H -20.551 21.434 0.869
36 H -21.279 19.826 1.185
37 C -24.467 11.890 4.079
38 C -25.620 10.873 3.992
39 O -25.998 10.587 2.858
40 N -26.134 10.463 5.163
41 C -26.987 9.307 5.408
42 H -23.616 11.542 3.494
43 H -24.119 11.968 5.110
44 H -24.835 12.877 3.800
45 H -25.770 10.817 6.036
46 H -27.495 9.398 6.368
47 H -26.382 8.402 5.447
48 H -27.706 9.146 4.604
49 C -24.773 11.858 -0.020
50 C -23.325 11.403 0.135
51 O -22.635 11.923 1.028
52 N -22.849 10.312 -0.448
53 C -23.586 9.549 -1.477
54 H -24.887 12.801 0.515
55 H -25.509 11.126 0.314
56 H -25.006 12.024 -1.071
57 H -21.945 9.889 -0.293
58 H -23.044 8.718 -1.929
59 H -23.990 10.121 -2.312
60 H -24.433 9.033 -1.025
61 C -17.709 16.768 4.806
62 C -17.441 17.907 3.844
63 O -18.415 18.212 3.143
64 N -16.271 18.507 3.796
65 C -16.023 19.686 3.033
66 H -18.193 15.979 4.229
67 H -18.445 17.071 5.551
68 H -16.772 16.377 5.204
69 H -15.492 18.205 4.364
70 H -16.961 20.082 2.644
71 H -15.319 19.597 2.206
72 H -15.701 20.604 3.525
73 C -27.623 21.165 1.380
74 C -26.417 20.690 0.589
75 O -26.453 20.642 -0.607
76 N -25.395 20.227 1.296
77 C -24.214 19.680 0.728
78 H -27.989 20.423 2.089
79 H -28.418 21.480 0.704
80 H -27.438 21.995 2.063
81 H -25.520 20.391 2.285
82 H -24.508 18.683 0.397
83 H -23.524 19.475 1.546
84 H -23.826 20.278 -0.096
85 C -15.687 13.488 4.518
86 C -15.850 13.249 3.009
87 O -16.842 13.669 2.389
88 N -14.876 12.537 2.448
89 C -14.856 12.312 1.035
90 H -14.742 14.025 4.599
91 H -15.653 12.596 5.143
92 H -16.560 14.105 4.732
93 H -14.222 12.053 3.046
94 H -13.844 12.367 0.633
95 H -15.451 13.043 0.489
96 H -15.236 11.307 0.847
97 C -23.159 22.756 -2.586
98 C -21.742 22.798 -3.082
99 O -21.369 21.512 -3.575
100 S -22.509 20.364 -3.316
101 O -21.925 19.236 -2.652
102 O -23.428 20.181 -4.485
103 O -23.251 21.408 -2.205
104 H -23.899 22.946 -3.363
105 H -23.279 23.488 -1.786
106 H -21.130 23.032 -2.211
107 H -21.571 23.522 -3.878
108 C -16.078 12.733 -2.437
109 C -15.043 12.353 -3.454
110 C -15.669 11.154 -4.192
111 O -16.586 10.646 -3.262
112 C -16.522 11.358 -2.019
113 H -16.888 13.217 -2.983
114 H -15.704 13.259 -1.559
115 H -14.082 12.178 -2.971
116 H -14.918 13.130 -4.209
117 H -14.888 10.441 -4.455
118 H -16.122 11.422 -5.147
119 H -15.787 10.856 -1.390
120 H -17.462 11.179 -1.497
121 C -20.471 16.591 0.393
122 C -20.499 15.129 0.700
123 C -19.075 14.690 0.238
124 O -18.948 15.564 -0.893
125 C -19.909 16.622 -1.037
126 H -19.772 17.113 1.047
127 H -21.452 17.063 0.424
128 H -21.253 14.529 0.191
129 H -20.633 14.822 1.738
130 H -19.008 13.657 -0.104
131 H -18.300 14.980 0.947
132 H -20.657 16.481 -1.817
133 H -19.582 17.654 -1.162
134 C -16.990 21.974 -2.262
135 C -16.095 21.014 -1.534
136 C -17.070 20.254 -0.648
137 O -18.216 20.184 -1.482
138 C -18.395 21.398 -2.208
139 H -16.622 21.895 -3.285
140 H -16.968 22.978 -1.840
141 H -15.330 21.481 -0.914
142 H -15.549 20.289 -2.138
143 H -17.218 20.701 0.334
144 H -16.775 19.252 -0.336
145 H -19.022 22.102 -1.662
146 H -18.922 21.340 -3.160
147 C -20.624 11.568 5.804
148 C -19.818 10.513 6.507
149 C -18.343 10.786 6.237
150 O -18.322 12.114 5.777
151 C -19.567 12.344 5.012
152 H -21.052 12.240 6.548
153 H -21.452 11.194 5.201
154 H -20.036 9.573 6.000
155 H -19.979 10.349 7.573
156 H -18.000 10.208 5.379
157 H -17.728 10.609 7.119
158 H -19.540 11.893 4.021
159 H -19.806 13.400 4.879
160 C -24.358 16.791 -1.527
161 C -24.244 15.490 -2.271
162 C -24.128 16.092 -3.643
163 O -25.086 17.157 -3.608
164 C -25.265 17.672 -2.338
165 H -23.423 17.348 -1.469
166 H -24.700 16.574 -0.515
167 H -25.209 14.985 -2.220
168 H -23.451 14.833 -1.914
169 H -24.376 15.332 -4.383
170 H -23.123 16.487 -3.792
171 H -26.257 17.449 -1.946
172 H -24.950 18.711 -2.242
173 C -23.134 16.126 4.736
174 C -21.801 16.401 4.101
175 C -21.687 17.959 4.230
176 O -22.954 18.396 4.710
177 C -23.951 17.366 4.517
178 H -23.017 15.876 5.790
179 H -23.661 15.298 4.262
180 H -21.771 15.994 3.091
181 H -21.011 15.785 4.530
182 H -21.500 18.367 3.237
183 H -20.917 18.178 4.970
184 H -24.331 17.444 3.498
185 H -24.699 17.527 5.293
186 C -20.077 18.635 -6.986
187 C -20.644 18.299 -5.618
188 C -19.678 17.218 -5.072
189 O -19.314 16.494 -6.205
190 C -19.267 17.433 -7.390
191 H -19.372 19.466 -6.944
192 H -20.789 18.895 -7.770
193 H -21.671 17.948 -5.725
194 H -20.668 19.276 -5.136
195 H -20.206 16.485 -4.462
196 H -18.768 17.557 -4.575
197 H -19.831 16.914 -8.164
198 H -18.248 17.667 -7.698
199 C -21.625 13.056 -2.760
200 C -21.639 13.698 -4.128
201 C -20.634 13.000 -5.016
202 O -20.281 11.865 -4.184
203 C -20.360 12.216 -2.815
204 H -22.574 12.565 -2.544
205 H -21.475 13.734 -1.920
206 H -21.362 14.750 -4.067
207 H -22.656 13.720 -4.520
208 H -19.809 13.678 -5.239
209 H -21.006 12.769 -6.014
210 H -19.492 12.725 -2.397
211 H -20.476 11.291 -2.249

Atom charges from the Löwdin analysis, given in e for atoms 1 to 4: C 0.001; C -0.537; O 0.014; N 0.017

=====

[5]
The following is a quantum chemistry calculation of a 12-piece molecular cluster, C32H76ClN10O14 overall at a distorted geometry, from the OMol25 dataset.

Results
- Kohn-Sham gap (hartree) = 0.28757
- total charge = -1
- LUMO energy (eV) = 1.84

Positions of all 133 atoms, in Å:
1 Cl 0.299 0.087 0.414
2 O -0.024 -0.529 -0.851
3 O -0.845 0.172 1.274
4 O 1.438 -0.584 0.995
5 O 0.752 1.422 0.092
6 O 0.833 3.181 5.518
7 C 0.347 2.687 4.507
8 N 0.964 2.703 3.313
9 C -1.068 2.131 4.570
10 H 1.828 3.200 3.195
11 H 0.538 2.301 2.492
12 H -1.401 2.227 5.595
13 H -1.048 1.071 4.300
14 H -1.741 2.626 3.870
15 O -1.947 -4.190 -1.098
16 C -0.855 -4.651 -0.759
17 N -0.061 -3.928 0.059
18 C -0.452 -6.063 -1.131
19 H 0.904 -4.151 0.252
20 H -0.412 -2.980 0.084
21 H -0.366 -6.642 -0.214
22 H 0.522 -6.015 -1.629
23 H -1.123 -6.459 -1.885
24 O 2.000 1.783 -4.646
25 C 1.256 1.244 -3.830
26 N 1.745 0.264 -3.048
27 C -0.233 1.576 -3.761
28 H 2.693 -0.032 -3.198
29 H 1.258 -0.147 -2.262
30 H -0.844 0.710 -4.018
31 H -0.490 2.472 -4.309
32 H -0.444 1.654 -2.688
33 O -4.344 1.617 4.927
34 C -4.664 0.723 4.145
35 N -3.719 0.327 3.261
36 C -5.995 0.041 4.120
37 H -2.791 0.691 3.349
38 H -3.882 -0.381 2.552
39 H -6.563 0.391 4.980
40 H -5.889 -1.039 4.231
41 H -6.526 0.240 3.192
42 O -5.021 -1.208 1.234
43 C -4.401 -2.133 0.711
44 N -3.072 -2.081 0.482
45 C -5.111 -3.364 0.206
46 H -2.564 -1.287 0.845
47 H -2.709 -2.651 -0.280
48 H -4.469 -3.993 -0.417
49 H -5.969 -3.132 -0.421
50 H -5.399 -4.007 1.038
51 O -2.281 -1.308 -6.091
52 C -1.365 -1.611 -5.325
53 N -0.100 -1.350 -5.693
54 C -1.607 -2.317 -4.005
55 H 0.695 -1.525 -5.107
56 H -0.058 -0.836 -6.559
57 H -1.633 -3.396 -4.127
58 H -2.554 -1.938 -3.624
59 H -0.865 -1.995 -3.271
60 O 5.710 2.108 1.015
61 C 4.662 1.700 0.527
62 N 3.507 1.733 1.207
63 C 4.669 1.004 -0.829
64 H 2.638 1.440 0.788
65 H 3.505 2.387 1.973
66 H 3.759 1.183 -1.409
67 H 4.779 -0.063 -0.632
68 H 5.471 1.369 -1.463
69 O -0.658 -1.673 5.540
70 C -0.099 -1.781 4.462
71 N 0.838 -0.913 4.005
72 C -0.521 -2.867 3.480
73 H 0.889 -0.090 4.586
74 H 1.102 -0.947 3.035
75 H -0.974 -2.445 2.579
76 H -1.164 -3.596 3.963
77 H 0.309 -3.427 3.029
78 C 0.622 4.380 -2.033
79 C 0.761 5.770 -1.409
80 N 0.754 5.777 0.052
81 C 1.732 4.924 0.705
82 C 3.163 5.133 0.209
83 C -0.599 5.532 0.625
84 C -0.649 5.889 2.105
85 H 1.461 3.781 -1.676
86 H 0.646 4.409 -3.123
87 H -0.328 3.943 -1.723
88 H 1.717 6.185 -1.733
89 H -0.049 6.441 -1.697
90 H 1.765 5.141 1.773
91 H 1.429 3.870 0.582
92 H 3.542 6.053 0.657
93 H 3.795 4.365 0.662
94 H 3.304 5.125 -0.868
95 H -0.856 4.513 0.309
96 H -1.274 6.212 0.101
97 H -1.667 6.205 2.324
98 H 0.011 6.754 2.225
99 H -0.253 5.173 2.821
100 C 2.140 -3.086 -2.855
101 C 3.049 -2.775 -1.672
102 N 3.032 -3.869 -0.694
103 C 3.667 -3.368 0.525
104 C 3.390 -4.229 1.771
105 C 3.574 -5.116 -1.210
106 C 5.048 -5.082 -1.690
107 H 2.338 -4.048 -3.326
108 H 2.188 -2.332 -3.645
109 H 1.080 -3.078 -2.583
110 H 4.050 -2.543 -2.067
111 H 2.728 -1.837 -1.217
112 H 4.734 -3.186 0.351
113 H 3.203 -2.422 0.813
114 H 3.970 -5.150 1.789
115 H 3.448 -3.642 2.686
116 H 2.327 -4.489 1.738
117 H 2.997 -5.474 -2.059
118 H 3.476 -5.824 -0.382
119 H 5.001 -4.598 -2.665
120 H 5.439 -6.099 -1.682
121 H 5.753 -4.542 -1.056
122 O -3.622 4.661 -0.166
123 C -3.786 3.537 -0.530
124 O -4.022 2.539 0.360
125 C -3.997 1.247 -0.251
126 C -3.432 1.502 -1.650
127 C -3.843 2.938 -1.927
128 H -5.008 0.838 -0.295
129 H -3.444 0.488 0.283
130 H -3.827 0.828 -2.410
131 H -2.342 1.450 -1.643
132 H -4.826 3.017 -2.388
133 H -3.095 3.429 -2.549

Atom charges from the Löwdin analysis, given in e for atoms 1 to 4: Cl 0.656; O -0.365; O -0.323; O -0.353

=====

[6]
The following is a quantum chemistry calculation of ClLi2 as an isolated structure at a distorted geometry, from the OMol25 dataset.

Results
- Kohn-Sham gap (hartree) = 0.27637
- total charge = +1
- ΔE to the lowest compared entry with this formula, charge and spin (kJ/mol) = 187.1
- LUMO energy (eV) = -5.07

Positions of all 3 atoms, in Å:
1 Li 1.164 -1.318 1.613
2 Li -0.070 2.096 -1.005
3 Cl -1.094 -0.778 -0.609

Per-atom Löwdin charges, elementary charge units: Li 0.838; Li 0.817; Cl -0.655

=====

[7]
The following is a quantum chemistry calculation of a 2-piece molecular cluster, C10H24NS overall at a distorted geometry, from the OMol25 dataset.

Results
- Kohn-Sham gap (hartree) = 0.28487
- total charge = +1
- LUMO energy (eV) = -4.16

Positions of all 36 atoms, in Å:
1 C 4.561 1.497 0.679
2 C -3.915 -0.394 -1.663
3 C 1.838 1.194 0.882
4 C -3.880 -0.319 2.228
5 C 2.512 -1.842 -1.488
6 C 3.886 0.513 -0.281
7 C -3.504 -0.811 -0.256
8 C 2.626 -0.028 0.330
9 C -3.774 0.230 0.787
10 C 1.873 -0.890 -0.662
11 N 0.605 -0.639 -0.891
12 S -2.554 1.669 0.558
13 H 4.502 0.950 1.671
14 H 5.590 1.650 0.270
15 H 3.889 2.370 0.743
16 H -3.233 0.290 -2.039
17 H -3.992 -1.355 -2.379
18 H -5.000 -0.016 -1.850
19 H 1.887 2.050 0.223
20 H 2.460 1.509 1.752
21 H 0.791 0.941 1.251
22 H -4.747 -0.973 2.354
23 H -4.131 0.613 2.983
24 H -3.005 -0.943 2.573
25 H 3.012 -1.349 -2.430
26 H 1.951 -2.684 -1.845
27 H 3.419 -2.246 -0.889
28 H 3.635 0.955 -1.302
29 H 4.611 -0.239 -0.568
30 H -2.438 -1.042 -0.166
31 H -4.211 -1.639 0.089
32 H 2.803 -0.761 1.041
33 H -4.742 0.599 0.528
34 H 0.013 0.055 -0.506
35 H 0.248 -1.298 -1.557
36 H -3.585 2.384 -0.169

Atom charges from the Löwdin analysis, given in e for atoms 1 to 4: C -0.082; C -0.137; C -0.041; C -0.135

=====

[8]
The following is a quantum chemistry calculation of one molecule with the formula C6H4O2 at a distorted geometry, from the OMol25 dataset.

Results
- Kohn-Sham gap (hartree) = 0.30143
- total charge = 0
- ΔE to the lowest compared entry with this formula, charge and spin (kJ/mol) = 538.9
- SMILES string = OC#C/C=C\C#CO
- LUMO energy (eV) = 0.07

Positions of all 12 atoms, in Å:
1 O -1.888 1.679 -0.125
2 C -0.705 1.111 -0.023
3 C 0.554 1.080 -0.170
4 C 1.566 0.139 -0.046
5 C 1.469 -1.196 -0.170
6 C 0.170 -1.726 -0.182
7 C -0.983 -1.406 -0.160
8 O -2.344 -1.403 0.023
9 H -2.513 1.104 -0.429
10 H 2.573 0.642 -0.056
11 H 2.492 -1.799 -0.260
12 H -2.792 -2.181 -0.303

Atom charges from the Löwdin analysis, given in e for atoms 1 to 4: O 0.122; C -0.113; C 0.005; C -0.185